7
Properties=species:S:1:pos:R:3:nbo_charge:R:1 method="wB97M-V/def2-TZVPD" homo_ev=-8.882 e_lumo_ev=0.989 e_above_lowest_kj_mol=326.1 homo_lumo_gap_ha=0.3628 max_force_ev_per_a=2.108
C 1.3405 1.0542 -0.6324 -0.06
C -0.1007 -2.7888 0.7647 0.50
N 0.1878 1.1069 -0.4054 0.00
N -0.9332 1.4982 -0.1551 -0.52
O -1.1475 -2.4735 1.0399 -0.50
H 2.0601 0.5643 -1.2259 0.22
H -1.4070 1.0387 0.6141 0.35

=====

80
Properties=species:S:1:pos:R:3:mulliken_charge:R:1 method="wB97M-V/def2-TZVPD" homo_ev=-6.868 e_lumo_ev=0.399 e_above_lowest_kj_mol=2359.0 homo_lumo_gap_ha=0.2671 max_force_ev_per_a=16.290
C -5.1813 22.7160 -6.7312 -0.16
C -4.6409 22.1069 -5.3470 -0.45
O -4.0448 20.8307 -5.6537 -0.21
C -2.9174 20.5872 -6.4680 0.62
O -2.1784 21.4473 -7.0603 -0.66
O -3.0724 19.3440 -6.9433 -0.36
C -2.1132 18.6959 -7.8184 -0.91
H -5.7799 21.9763 -7.2628 -0.90
H -4.3020 22.8807 -7.3540 0.47
H -5.7974 23.6141 -6.6868 0.42
H -5.4668 21.9787 -4.6474 -0.10
H -3.9012 22.7043 -4.8141 0.51
H -2.5834 17.8478 -8.3160 0.32
H -1.2923 18.2292 -7.2739 0.29
H -1.6921 19.4356 -8.4994 0.35
C -9.8308 21.2972 -3.3368 -0.94
C -8.8591 20.2626 -2.8818 -0.07
C -8.7240 19.2813 -4.0738 0.98
O -9.8663 19.6172 -4.8154 -0.65
C -10.2066 20.9996 -4.7249 -0.35
H -9.4088 22.3018 -3.3103 0.33
H -10.6741 21.3066 -2.6462 0.28
H -9.3386 19.6068 -2.1551 0.53
H -7.9223 20.6869 -2.5206 -0.30
H -8.5492 18.2254 -3.8674 -1.00
H -7.9209 19.5169 -4.7721 0.21
H -11.2793 21.0543 -4.9104 0.42
H -9.6725 21.6428 -5.4243 0.08
C -8.0098 21.2137 -9.2966 -0.25
C -7.0270 21.9281 -8.4679 0.26
C -5.6426 21.5144 -9.0329 0.26
O -6.0708 20.9994 -10.3678 -0.54
C -7.3811 21.2603 -10.6850 -0.57
H -9.0293 21.5983 -9.2705 0.52
H -8.0325 20.1515 -9.0531 -0.01
H -7.1116 21.6803 -7.4098 -0.20
H -7.0235 23.0161 -8.5347 0.30
H -5.2649 20.7607 -8.3420 -0.45
H -4.9328 22.3401 -9.0830 0.29
H -7.9193 20.6148 -11.3790 0.42
H -7.4445 22.2959 -11.0191 0.30
C -5.9233 17.9957 -5.4659 2.30
C -5.1193 17.8243 -6.7443 -1.15
C -5.8241 18.6296 -7.7692 -0.51
O -6.8094 19.3319 -7.0787 -0.55
C -6.5174 19.4068 -5.6921 1.74
H -5.3161 17.8408 -4.5740 0.43
H -6.7572 17.2944 -5.4392 0.42
H -5.0185 16.8310 -7.1817 0.56
H -4.0808 18.1283 -6.6127 0.17
H -6.3740 18.0343 -8.4980 0.38
H -5.1528 19.4141 -8.1185 0.20
H -7.4741 19.5171 -5.1815 0.00
H -5.8946 20.2743 -5.4739 -1.56
C -5.9808 15.2060 -2.9794 -1.03
C -4.6437 16.0513 -3.1352 0.89
C -4.0292 15.5408 -4.4447 -0.61
O -5.2139 15.3395 -5.2894 -0.46
C -6.3734 15.3418 -4.5150 0.42
H -6.7704 15.4298 -2.2620 0.41
H -5.7869 14.1723 -2.6929 0.35
H -3.8294 15.9230 -2.4220 0.46
H -4.9632 17.0839 -3.2756 -0.25
H -3.6088 14.5456 -4.2998 0.42
H -3.3129 16.1758 -4.9660 0.21
H -7.0866 14.5613 -4.7801 0.56
H -7.0221 16.2121 -4.6149 0.42
C -6.5160 19.0489 -1.4750 -0.83
C -6.2187 17.6509 -2.0192 -0.52
C -6.9329 17.7174 -3.3482 1.21
O -6.9951 19.1356 -3.6276 -0.20
C -6.3375 19.9236 -2.6382 -0.62
H -5.6955 19.1351 -0.7627 0.61
H -7.4501 19.0292 -0.9136 0.19
H -6.6690 16.8577 -1.4225 0.58
H -5.1672 17.4445 -2.2191 0.14
H -7.9683 17.3795 -3.3052 0.22
H -6.3751 17.1763 -4.1125 -4.75
H -6.8570 20.8684 -2.4785 0.32
H -5.3116 20.0282 -2.9915 0.37

=====

59
Properties=species:S:1:pos:R:3:nbo_charge:R:1 method="wB97M-V/def2-TZVPD" homo_ev="-5.860 / -5.860" e_lumo_ev="1.855 / 1.854" homo_lumo_gap_ha="0.2835 / 0.2835" total_charge=-1 multiplicity=2 max_force_ev_per_a=5.974
Na -40.3296 -24.1675 1.4221 0.91
S -42.9613 -23.5834 -0.8861 2.54
O -43.7538 -24.5445 -1.6143 -0.75
O -41.8505 -24.2345 -0.1684 -1.04
O -42.7497 -22.3686 -1.6836 -0.97
O -44.1865 -23.4799 -0.1269 -0.73
Cl -41.3246 -26.4969 3.8663 2.58
O -40.8424 -26.1895 5.1735 -0.88
O -42.3242 -27.5293 3.9620 -0.87
O -41.9427 -25.3798 3.3012 -0.91
O -40.2606 -26.9429 2.9802 -0.90
C -36.3799 -27.3169 1.9364 -0.26
O -36.7861 -26.1684 2.7237 -0.54
C -36.5642 -24.9243 2.0606 -0.05
C -37.0555 -23.7572 2.9102 -0.24
N -38.4611 -23.9468 3.2835 -0.68
C -39.1660 -22.9450 4.0972 -0.24
C -39.4319 -21.6452 3.2601 -0.06
O -40.1202 -21.9536 2.1089 -0.60
C -41.0459 -20.8875 1.5880 -0.27
H -36.6761 -28.2485 2.4188 0.21
H -35.3111 -27.2937 1.7236 0.16
H -36.8622 -27.5107 0.9783 0.17
H -37.1096 -25.2057 1.1598 0.18
H -35.5145 -24.7798 1.8046 0.16
H -36.9742 -22.7684 2.4588 0.20
H -36.4333 -23.6894 3.8027 0.17
H -38.6997 -24.8331 3.7050 0.41
H -38.6262 -22.6467 4.9959 0.16
H -40.1159 -23.4050 4.3697 0.23
H -38.4852 -21.2128 2.9364 0.15
H -40.0157 -20.9698 3.8854 0.17
H -41.3098 -21.1369 0.5602 0.22
H -40.6395 -19.8787 1.6606 0.18
H -41.9945 -20.9583 2.1202 0.19
C -39.8832 -25.4554 -6.9689 -0.24
O -39.8941 -24.9866 -5.5975 -0.56
C -41.0398 -25.2242 -4.8061 -0.07
C -41.0583 -24.2206 -3.5673 -0.23
N -40.1911 -24.7104 -2.4933 -0.67
C -38.8079 -24.1801 -2.5716 -0.23
C -37.9302 -24.2508 -1.2467 -0.07
O -38.3952 -23.2058 -0.3294 -0.59
C -37.9321 -21.8508 -0.5940 -0.25
H -40.0618 -26.5254 -6.8631 0.17
H -38.8946 -25.2666 -7.3875 0.18
H -40.6113 -24.9744 -7.6221 0.16
H -41.3112 -26.2156 -4.4433 0.18
H -41.8921 -24.9048 -5.4058 0.15
H -42.0684 -24.3270 -3.1718 0.22
H -40.9364 -23.1600 -3.7873 0.18
H -40.7101 -24.6651 -1.6281 0.41
H -38.8425 -23.1152 -2.8017 0.16
H -38.2825 -24.6294 -3.4143 0.19
H -36.8764 -24.1480 -1.5055 0.17
H -38.0065 -25.2067 -0.7284 0.19
H -36.9861 -21.7573 -0.0607 0.17
H -38.6734 -21.1035 -0.3109 0.20
H -37.6938 -21.6874 -1.6450 0.17

=====

48
Properties=species:S:1:pos:R:3:nbo_charge:R:1 method="wB97M-V/def2-TZVPD" homo_ev=-8.505 e_lumo_ev=0.524 homo_lumo_gap_ha=0.3318 smiles="CNC(=O)[C@H]1O[C@@H](n2cnc3c(NCc4cccc(I)c4)ncnc32)[C@H](O)[C@@H]1O" max_force_ev_per_a=1.265
C -5.1855 2.1269 0.6459 -0.42
N -4.1800 2.0717 -0.3858 -0.60
C -4.4803 2.0248 -1.6848 0.65
O -5.6027 1.9872 -2.1510 -0.65
C -3.2624 1.9807 -2.6149 -0.02
O -2.0561 2.2751 -1.9354 -0.52
C -1.0335 1.4451 -2.4374 0.24
N -0.0061 1.3047 -1.4580 -0.38
C 1.2854 1.7570 -1.5445 0.23
N 2.0200 1.4623 -0.5191 -0.46
C 1.1853 0.7720 0.3222 0.00
C 1.3765 0.1509 1.5707 0.42
N 2.5523 0.2226 2.2167 -0.56
C 2.8753 -0.5864 3.3706 -0.25
C 3.6878 -1.7898 2.9588 -0.01
C 3.0664 -2.9939 2.6545 -0.21
C 3.8152 -4.0739 2.2187 -0.19
C 5.1879 -3.9655 2.0737 -0.26
C 5.7979 -2.7606 2.3719 -0.10
I 7.8965 -2.5660 2.1466 0.13
C 5.0637 -1.6756 2.8100 -0.27
N 0.3366 -0.4859 2.1209 -0.55
C -0.8241 -0.4832 1.4877 0.28
N -1.1328 0.0579 0.3236 -0.54
C -0.0916 0.6707 -0.2481 0.34
C -1.7281 0.1045 -2.7905 0.05
O -1.0427 -0.6449 -3.7355 -0.70
C -3.1193 0.5787 -3.2591 0.06
O -3.1072 0.6329 -4.6658 -0.74
H -5.0865 1.2762 1.3214 0.20
H -6.1582 2.0960 0.1578 0.24
H -5.0982 3.0519 1.2187 0.20
H -3.2047 2.0619 -0.1241 0.42
H -3.4239 2.7199 -3.4146 0.21
H -0.5796 1.8843 -3.3423 0.18
H 1.6384 2.2953 -2.4015 0.20
H 3.3136 0.6245 1.6891 0.41
H 3.4350 0.0255 4.0845 0.21
H 1.9268 -0.8951 3.8119 0.25
H 1.9952 -3.0777 2.7572 0.23
H 3.3290 -5.0092 1.9842 0.22
H 5.7710 -4.8060 1.7293 0.23
H 5.5517 -0.7394 3.0387 0.22
H -1.6300 -0.9995 1.9935 0.18
H -1.8105 -0.4845 -1.8722 0.22
H -1.3551 -0.3654 -4.6095 0.49
H -3.9108 -0.0933 -2.9114 0.19
H -3.9970 0.8345 -4.9730 0.49

=====

236
Properties=species:S:1:pos:R:3:mulliken_charge:R:1 method="wB97M-V/def2-TZVPD" homo_ev=-7.719 e_lumo_ev=-4.967 homo_lumo_gap_ha=0.1011 max_force_ev_per_a=4.440
Zn 2.2646 -0.5801 3.9004 5.69
In 2.0024 2.7430 1.7844 1.68
C 3.4372 -3.8741 3.7375 -0.56
O 3.2143 -4.1551 2.3660 -0.44
O 3.1292 -2.5108 4.0109 -1.27
C 2.8979 -5.0387 4.6331 0.53
F 1.7102 -5.5023 4.2567 -0.10
F 3.7385 -6.0515 4.6847 -0.33
F 2.7355 -4.7602 5.9305 -0.30
C 3.8298 -3.3296 1.3311 0.88
C 3.3692 -3.8234 -0.0070 -1.06
H 2.2877 -3.8149 -0.1426 -0.40
H 3.8542 -3.2519 -0.7984 0.48
H 3.6912 -4.8510 -0.1757 0.57
H 4.9143 -3.4068 1.2531 0.34
H 3.4855 -2.2988 1.4151 -0.79
H 4.5156 -3.9356 3.8832 0.20
C 5.3143 0.7452 2.6071 -0.61
O 5.1374 1.9207 1.8422 0.06
O 4.0185 0.4276 3.0632 -1.06
C 6.2410 -0.4147 1.9119 0.62
F 7.3711 -0.0146 1.4232 -0.29
F 6.6059 -1.4016 2.7619 -0.33
F 5.5990 -0.9858 0.8847 -0.14
C 6.3573 2.5547 1.4033 -0.58
C 5.8292 3.9564 0.9370 -0.85
H 6.6418 4.6249 0.6525 0.55
H 5.1919 3.8434 0.0600 -0.01
H 5.3303 4.4263 1.7845 0.17
H 6.7568 1.9881 0.5622 0.31
H 7.0727 2.7393 2.2046 0.40
H 5.8839 1.0012 3.5005 0.42
C 1.9042 1.3676 5.9762 -0.15
O 2.5104 0.0859 6.1614 -0.46
O 1.6168 1.3749 4.5752 -0.73
C 0.7507 1.7869 6.9775 0.45
F 0.1326 2.9243 6.6245 -0.28
F -0.1758 0.8719 7.1140 -0.20
F 1.2261 1.9967 8.1609 -0.30
C 3.2431 -0.1489 7.4011 -0.61
C 4.0231 -1.4209 7.0742 -0.86
H 4.7577 -1.2609 6.2850 0.17
H 4.6609 -1.8474 7.8484 0.52
H 3.3033 -2.2047 6.8379 0.06
H 2.6183 -0.4978 8.2233 0.28
H 3.8755 0.6686 7.7472 0.42
H 2.7067 2.0957 6.0941 0.33
C 0.6138 -0.8567 0.8572 0.36
O 0.5426 0.4620 0.1734 0.48
O 1.3008 -0.4483 1.9940 -0.20
C -0.7243 -1.6377 0.9631 -0.55
F -1.7048 -0.8116 1.3787 0.25
F -1.2767 -2.1593 -0.1506 0.09
F -0.5726 -2.6646 1.8334 -0.03
C -0.2473 0.5472 -1.0364 1.81
C -0.1244 1.9552 -1.5881 0.15
H -0.8336 2.1146 -2.4004 0.04
H -0.3515 2.6840 -0.8101 -0.77
H 0.9043 2.1462 -1.8938 -0.41
H -1.2944 0.2934 -0.8716 -0.32
H 0.1478 -0.0449 -1.8619 -0.66
H 1.3278 -1.3622 0.2070 -0.71
C 2.3476 5.1385 -3.1730 -1.08
C 3.2377 4.9092 -1.9496 -0.27
O 2.6866 4.2531 -0.7981 -0.24
H 1.4709 5.7734 -3.0449 0.30
H 1.9424 4.2257 -3.6096 -0.11
H 2.9381 5.6242 -3.9499 0.54
H 3.5409 5.8768 -1.5499 0.13
H 4.1769 4.4540 -2.2638 0.23
F 4.0770 1.1423 -6.3797 -0.18
C 4.9886 2.0990 -6.3080 0.06
C 4.9943 2.9032 -5.1821 0.76
C 5.8695 4.0014 -5.0752 -0.95
C 6.8762 4.1313 -6.0142 -0.42
C 6.9747 3.2723 -7.1444 -0.59
C 5.9287 2.3302 -7.3078 -0.53
H 4.2813 2.7850 -4.3795 0.41
H 5.8409 4.7612 -4.3082 0.39
H 7.7445 4.7500 -5.8420 0.33
H 7.8145 3.3152 -7.8221 0.40
H 5.9878 1.5971 -8.0986 0.39
F -1.3240 2.7371 -7.2980 -0.42
C -0.5610 1.8211 -6.6384 -0.24
C -0.7961 0.4762 -6.8367 0.06
C -0.0112 -0.4826 -6.2189 -0.81
C 0.8447 -0.1123 -5.2188 -0.80
C 1.0979 1.2477 -4.9867 -0.06
C 0.3722 2.2029 -5.6635 -0.19
H -1.6709 0.2132 -7.4130 0.50
H -0.1512 -1.5325 -6.4297 0.56
H 1.4643 -0.8577 -4.7425 0.48
H 1.7972 1.5337 -4.2149 0.49
H 0.5297 3.2404 -5.4079 0.56
F -7.7993 1.5864 -3.5270 -0.36
C -6.6640 1.6373 -4.2364 0.37
C -6.7900 1.5372 -5.6253 -0.52
C -5.6384 1.5207 -6.4351 -0.72
C -4.3812 1.7089 -5.7837 -0.67
C -4.2704 1.8493 -4.4015 0.22
C -5.4470 1.8463 -3.6255 -0.63
H -7.8033 1.4225 -5.9810 0.40
H -5.6351 1.5068 -7.5150 0.45
H -3.5071 1.7216 -6.4178 0.16
H -3.3231 1.9601 -3.8947 0.90
H -5.3296 1.9696 -2.5590 0.35
F -6.5279 -4.8493 0.4653 -0.37
C -6.2287 -3.9686 -0.5402 0.21
C -7.2470 -3.3874 -1.2957 -0.62
C -6.9234 -2.5419 -2.3752 -0.61
C -5.6273 -2.3697 -2.8218 -0.26
C -4.5985 -2.9807 -2.0797 -0.21
C -4.9029 -3.7531 -0.9540 -0.58
H -8.2751 -3.5884 -1.0331 0.41
H -7.7588 -2.0671 -2.8683 0.40
H -5.4575 -1.6957 -3.6484 0.23
H -3.5514 -2.8689 -2.3194 0.48
H -4.0737 -4.2272 -0.4500 0.90
F -2.2621 -8.7357 0.0971 -0.32
C -2.0891 -8.9207 1.4169 -0.09
C -2.2404 -7.9069 2.3243 -0.07
C -2.0421 -8.0607 3.6656 0.37
C -1.6768 -9.2612 4.1678 -0.87
C -1.3876 -10.2595 3.2600 -0.40
C -1.5411 -10.0900 1.8764 -0.55
H -2.6200 -6.9695 1.9455 0.33
H -2.0402 -7.1653 4.2695 0.38
H -1.6158 -9.4013 5.2370 0.42
H -1.0671 -11.2196 3.6367 0.37
H -1.2454 -10.9017 1.2282 0.45
F -4.0299 6.7347 -2.3380 -0.39
C -3.0591 6.4707 -3.2676 0.39
C -2.8208 5.1671 -3.7066 -0.55
C -1.9359 4.9824 -4.7550 0.13
C -1.2373 6.0378 -5.3325 -0.32
C -1.5040 7.3250 -4.8988 -0.72
C -2.3947 7.5311 -3.8091 -0.37
H -3.4306 4.3867 -3.2760 0.30
H -1.8071 3.9687 -5.1046 0.15
H -0.3841 5.9816 -5.9923 0.48
H -0.9701 8.1564 -5.3349 0.38
H -2.5875 8.5250 -3.4333 0.47
F -6.3241 -2.5591 5.3359 -0.38
C -5.4656 -3.1664 4.5423 0.20
C -5.2837 -4.5540 4.6731 -0.92
C -4.4460 -5.2137 3.8350 -0.74
C -3.7126 -4.4207 2.9326 0.98
C -3.8722 -3.0519 2.8161 1.08
C -4.7587 -2.4098 3.6160 -0.84
H -5.8883 -5.0615 5.4102 0.47
H -4.3002 -6.2831 3.8725 0.51
H -2.9774 -4.8661 2.2787 -0.48
H -3.4209 -2.4801 2.0187 -0.19
H -4.9239 -1.3505 3.4857 0.36
F -2.3158 -0.5537 -2.9543 0.00
C -1.9632 -1.6010 -3.7214 0.90
C -0.8775 -2.4170 -3.3390 0.12
C -0.5985 -3.5660 -4.1086 -0.68
C -1.2903 -3.8480 -5.2665 -1.08
C -2.4105 -3.1181 -5.5797 -0.75
C -2.8077 -2.0568 -4.7535 -0.57
H -0.2216 -2.1607 -2.5202 0.29
H 0.2926 -4.1201 -3.8527 0.55
H -0.9634 -4.6215 -5.9458 0.39
H -2.9754 -3.2485 -6.4909 0.43
H -3.6282 -1.4410 -5.0908 0.35
C -2.0761 0.8054 4.1961 -0.64
C -1.6445 2.0161 3.4069 0.47
O -0.9265 1.9753 2.4065 0.52
C -2.1205 3.3447 3.9615 -1.55
H -3.1331 0.6227 4.0025 0.49
H -1.9943 0.9918 5.2670 0.56
H -1.4834 -0.0774 3.9565 -0.72
H -1.8248 4.1739 3.3188 -0.16
H -1.7512 3.4719 4.9791 0.41
H -3.2099 3.3812 3.9658 0.48
C -5.5087 -0.7289 0.1705 -0.56
C -5.0103 0.4313 1.0395 0.47
O -5.4394 0.6162 2.1631 -0.70
C -4.0102 1.4061 0.4350 0.04
H -6.1730 -1.3579 0.7630 0.41
H -4.6596 -1.3374 -0.1407 -0.17
H -5.9459 -0.4436 -0.7863 0.47
H -3.1918 0.9594 -0.1296 -0.54
H -3.5376 2.0016 1.2161 -0.16
H -4.5826 2.1219 -0.1549 0.75
C 0.4525 -6.3141 -0.6265 -1.50
C -0.4162 -5.7647 0.4550 1.16
O -1.5216 -5.4761 0.1868 -0.57
C 0.1367 -5.8174 1.9163 -0.26
H -0.0548 -6.1731 -1.5809 0.38
H 0.5096 -7.4009 -0.5658 0.33
H 1.4062 -5.8080 -0.7767 0.11
H 0.0653 -6.8430 2.2784 0.65
H -0.3768 -5.1252 2.5837 -0.34
H 1.1860 -5.5287 1.8562 0.09
C 5.1733 0.9752 -2.1953 -1.71
C 3.9465 0.6076 -1.4314 0.81
O 3.5226 1.2890 -0.4499 -0.31
C 3.4145 -0.7683 -1.7034 1.02
H 4.9980 1.2095 -3.2452 0.21
H 5.8418 0.1172 -2.1243 0.59
H 5.5852 1.9131 -1.8229 0.14
H 2.3988 -0.6896 -2.0911 -0.88
H 3.3714 -1.3476 -0.7811 -1.09
H 3.9218 -1.2898 -2.5151 0.83
C -1.2522 -3.2012 5.0614 -0.55
C -0.1874 -2.2649 5.5881 -0.26
O 0.5466 -1.6010 4.9120 0.16
C 0.0626 -2.2396 7.0731 -0.94
H -1.0601 -3.3415 3.9977 -0.69
H -2.2229 -2.7865 5.3334 0.37
H -1.0821 -4.1867 5.4951 0.60
H 0.4216 -3.1933 7.4599 0.33
H -0.8906 -2.0704 7.5740 0.44
H 0.8259 -1.4884 7.2759 -0.42
C 4.4043 7.4707 1.5558 -1.26
C 3.1340 6.7590 1.6018 0.87
O 3.1018 5.6315 2.0749 -0.38
C 2.0300 7.4255 0.8395 -0.80
H 4.8979 7.0029 0.7040 0.20
H 4.9990 7.3769 2.4645 0.33
H 4.2566 8.5312 1.3514 0.43
H 1.1106 6.8690 1.0212 -0.22
H 2.1832 7.5163 -0.2358 0.27
H 1.8157 8.4222 1.2252 0.52
C -2.7196 5.2623 0.6331 -1.19
C -1.2313 5.2612 0.4212 0.45
O -0.4176 4.5398 1.0524 0.04
C -0.7004 6.2005 -0.7014 0.70
H -2.9239 4.6831 1.5336 0.14
H -3.3246 4.9049 -0.2001 0.12
H -2.9987 6.2935 0.8495 0.48
H -1.0993 5.7651 -1.6177 -0.54
H 0.3881 6.1479 -0.6786 -1.01
H -1.1211 7.1862 -0.5027 0.69

=====

11
Properties=species:S:1:pos:R:3:nbo_charge:R:1 method="wB97M-V/def2-TZVPD" homo_ev=-10.345 e_lumo_ev=0.863 e_above_lowest_kj_mol=161.2 homo_lumo_gap_ha=0.4119 smiles=C[C@@H](N)C#N max_force_ev_per_a=3.331
C -0.6604 0.7650 -0.6146 -0.56
C 0.2468 -0.3695 -0.2288 -0.18
N 1.2300 0.3160 0.5718 -0.80
C -0.4040 -1.5315 0.4235 0.26
N -0.8816 -2.4575 0.9298 -0.32
H -1.5718 0.3672 -1.0981 0.23
H -0.6671 1.4239 0.3912 0.17
H -0.0880 1.3764 -1.3273 0.23
H 0.4960 -0.6322 -1.2646 0.23
H 1.7131 -0.3330 1.1990 0.38
H 0.5871 1.0752 1.0181 0.36